A cluster of 8 separate species, C4H23NO10 in total, computed with ωB97M-V/def2-TZVPD.

Computed properties:
LUMO energy = 0.03 eV
Structure (SMILES) = N[C@H](CO)CC(=O)O.O.O.O.O.O.O.O
Energy relative to the best compared isomer or geometry (same formula, charge and spin) = 53.39 kcal/mol
Kohn-Sham gap = 0.367 Ha

Positions of all 38 atoms, in Å:
N (-1.054, 0.289, 1.069)
C (-0.500, -0.638, 0.056)
C (-0.757, -2.098, 0.461)
O (-0.730, -2.172, 1.883)
C (1.023, -0.341, 0.020)
C (1.370, 0.059, -1.384)
O (0.846, 0.902, -2.049)
O (2.363, -0.759, -1.837)
H (-0.553, 0.235, 1.942)
H (-2.056, 0.307, 1.164)
H (-1.132, -0.300, -0.744)
H (-1.742, -2.392, 0.079)
H (-0.062, -2.825, 0.048)
H (-0.876, -3.088, 2.143)
H (1.246, 0.499, 0.681)
H (1.583, -1.174, 0.412)
H (2.590, -0.634, -2.768)
O (2.322, -3.781, 0.065)
H (2.272, -2.903, -0.331)
H (1.416, -3.991, 0.305)
O (-2.979, 2.826, 0.548)
H (-2.059, 2.596, 0.727)
H (-3.179, 2.439, -0.311)
O (0.390, 3.090, 1.987)
H (-0.153, 3.556, 2.634)
H (0.256, 2.162, 2.208)
O (-1.418, 2.533, -2.909)
H (-0.868, 1.758, -2.751)
H (-1.023, 3.210, -2.325)
O (1.710, -0.812, 3.519)
H (1.945, -1.054, 2.625)
H (1.140, -1.443, 3.959)
O (-0.075, 3.877, -1.002)
H (0.179, 4.525, -0.342)
H (-0.009, 2.993, -0.624)
O (-0.377, -2.720, -2.758)
H (-0.174, -1.783, -2.847)
H (-0.875, -2.947, -3.550)

Here are the Mulliken charges for atoms 1 to 5, given in e: -0.4642 0.3879 -0.7373 -0.4709 -0.0505